Record 1
This record from the Open Molecules 2025 dataset describes C28H22GdN5O4 as an isolated structure. The level of theory is ωB97M-V/def2-TZVPD.

Values from the calculation:
* E_HOMO (alpha / beta): -7.88 / -7.88 eV
* expectation value of S²: 16.022
* LUMO energy (alpha / beta): 0.13 / -2.88 eV
* energy relative to the best compared isomer or geometry (same formula, charge and spin): 0.00 kJ/mol
* multiplicity: 8

```
60
Properties=species:S:1:pos:R:3:forces:R:3
Gd -0.24994 -0.48084 0.96608 0.026 -0.667 -0.714
O 1.13764 -2.18248 0.24962 -0.116 -0.356 0.027
C 2.38250 -2.47868 0.00457 -0.331 0.907 0.071
C 2.81696 -3.76030 -0.36661 0.791 -0.310 -0.152
C 4.16959 -4.01834 -0.61773 -0.520 -0.501 0.386
C 5.16684 -3.04758 -0.47681 -1.026 -0.001 -0.604
C 4.72188 -1.77508 -0.20626 0.334 0.618 0.155
C 3.37595 -1.46031 0.03361 0.650 -0.634 -0.021
C 3.11281 -0.07825 0.29637 -0.005 -0.252 -0.082
N 2.03846 0.40987 0.75706 -0.475 0.912 0.139
C 1.95164 1.86498 0.88158 -0.071 -0.094 0.533
C 1.30198 2.21245 2.23659 -0.407 0.111 -0.642
N 0.12117 1.36740 2.46902 -0.155 0.531 0.183
C -0.85109 1.90519 3.12389 -0.015 -1.451 -0.073
C -2.11055 1.28691 3.48342 0.574 0.215 -0.016
C -3.05594 2.12701 4.10967 0.010 0.265 -0.678
C -4.33664 1.73949 4.35865 -0.595 -0.695 0.225
C -4.64538 0.38843 4.08103 -0.401 0.118 0.609
C -3.68821 -0.48294 3.60712 -2.075 -0.515 0.357
C -2.41929 -0.07746 3.21836 -0.569 1.206 0.286
O -1.66104 -0.90564 2.61752 1.341 -0.850 -0.344
H 2.06614 -4.53280 -0.44604 0.028 -0.133 -0.037
H 4.48888 -5.02892 -0.89012 -0.301 0.259 0.031
H 6.17067 -3.29289 -0.76408 0.386 0.131 0.227
H 5.40821 -0.92831 -0.14866 0.098 -0.284 -0.099
H 3.92469 0.59535 0.04188 0.342 0.238 0.051
H 1.30257 2.23280 0.09338 -0.137 0.102 -0.228
H 2.94016 2.33862 0.77115 -0.244 -0.025 0.126
H 0.98634 3.26089 2.25539 0.237 0.014 -0.096
H 2.01007 2.06075 3.03054 0.407 -0.221 0.456
H -0.73244 2.89092 3.50902 0.151 1.049 0.199
H -2.82837 3.16717 4.25873 0.436 0.273 0.138
H -5.07257 2.43266 4.78182 0.322 -0.373 -0.246
H -5.65916 0.00082 4.29377 0.680 0.263 -0.154
H -4.01512 -1.51474 3.47704 0.447 0.139 -0.195
O -1.16152 1.20037 -0.18897 0.432 -0.119 0.304
C -1.76202 1.02996 -1.32032 -0.919 -0.474 1.058
N -1.62240 1.77787 -2.33360 0.522 -0.118 -0.885
C -0.47211 2.57573 -2.35003 -0.451 -0.287 0.354
O -0.51174 3.77146 -2.19972 0.741 -0.114 -0.332
C 0.81051 1.75770 -2.70795 -0.449 1.082 0.274
C 1.79248 2.34144 -3.48974 0.579 -0.051 -0.805
C 2.78044 1.50929 -4.01650 -0.493 -0.222 0.756
C 2.79677 0.17609 -3.65900 -0.382 -0.364 0.059
C 1.81449 -0.31266 -2.80297 0.129 1.343 0.279
N 0.87081 0.50094 -2.30235 -0.339 -1.269 -0.398
C -2.70114 -0.17024 -1.35150 0.115 -0.686 -0.544
C -3.75996 -0.30469 -2.26879 0.856 0.809 0.250
C -4.43613 -1.49844 -2.35762 -0.348 -0.148 -0.050
C -3.99058 -2.55857 -1.58434 -0.290 -0.328 -0.533
C -2.89382 -2.38575 -0.79268 0.218 0.255 1.311
N -2.30335 -1.20506 -0.57584 0.114 0.612 -0.986
H 1.80307 3.38705 -3.77631 -0.413 -0.054 0.208
H 3.52218 1.84767 -4.70036 0.418 0.532 -0.335
H 3.54101 -0.49059 -4.05356 0.180 -0.194 -0.123
H 1.81395 -1.34102 -2.48756 -0.106 -0.213 0.185
H -3.95245 0.54624 -2.91270 -0.176 -0.107 0.071
H -5.28280 -1.63324 -3.02950 0.206 0.148 0.121
H -4.44382 -3.53859 -1.61434 -0.107 0.017 -0.153
H -2.52128 -3.21909 -0.21428 0.147 -0.039 0.094
```
Forces are in eV/Å.

Record 2
This record from the Open Molecules 2025 dataset describes C28H22LiN3P2S2 as an isolated structure. The level of theory is ωB97M-V/def2-TZVPD.

Values from the calculation:
* E_HOMO (alpha / beta): 0.12 / 0.06 eV
* LUMO energy (alpha / beta): 4.14 / 4.14 eV
* energy relative to the best compared isomer or geometry (same formula, charge and spin): 877.80 kJ/mol
* net charge: -2

```
58
Properties=species:S:1:pos:R:3:forces:R:3
Li 1.49634 0.16137 -1.63707 1.709 -0.448 -1.345
N -0.21077 1.19600 -0.43516 -0.449 0.604 0.244
P 1.39219 1.69391 0.04627 -0.659 0.012 0.241
C 1.62066 0.46766 1.39187 0.746 0.926 1.293
C 2.56615 -0.55399 1.21027 1.178 0.380 1.400
C 2.76413 -1.53071 2.19024 0.197 0.343 1.129
C 2.01913 -1.50120 3.36632 0.368 -0.045 -0.387
C 1.07551 -0.49655 3.56371 -0.320 0.215 -0.156
C 0.87639 0.47961 2.58366 0.151 -0.188 -0.058
C 1.00741 3.22418 0.97483 -0.322 0.184 0.602
C -0.11881 4.01469 0.70170 0.020 0.300 0.164
C -0.36101 5.19297 1.41553 0.327 -0.231 -0.072
C 0.52652 5.60811 2.40510 -0.113 0.056 -0.032
C 1.66188 4.85111 2.67648 -0.003 -0.329 -0.384
C 1.90353 3.67504 1.96169 -0.104 0.311 0.100
P -0.72917 0.33187 -1.85827 -0.752 -0.624 0.297
C -2.51287 0.71499 -1.71131 -0.738 0.380 0.257
C -2.93326 2.01538 -2.04789 -0.389 -0.101 0.070
C -4.28020 2.38267 -1.98281 0.397 -0.186 0.018
C -5.23403 1.45478 -1.57738 -0.025 -0.118 0.032
C -4.84089 0.16182 -1.24420 0.300 0.203 -0.134
C -3.49290 -0.20669 -1.31692 -0.321 0.172 -0.005
C -0.58617 -1.40993 -1.34848 -5.844 1.076 -3.422
C -0.39331 -2.36322 -2.36532 -3.263 0.644 0.500
C -0.28071 -3.72559 -2.07367 -3.236 1.353 -0.275
C -0.35386 -4.16117 -0.75445 -0.963 0.606 1.050
C -0.54522 -3.23603 0.26693 -1.913 -2.713 0.018
C -0.66659 -1.87382 -0.02849 -0.587 -0.038 0.226
H -0.81524 1.01847 0.36425 0.050 -0.047 0.072
H 3.14976 -0.60770 0.29319 0.359 0.624 0.127
H 3.49644 -2.31733 2.02844 -0.131 0.096 -0.143
H 2.17271 -2.26194 4.12696 -0.029 0.042 -0.061
H 0.49108 -0.47118 4.47972 0.018 0.028 -0.090
H 0.12751 1.24769 2.76382 0.087 0.055 -0.073
H -0.82057 3.72972 -0.07857 0.136 -0.185 0.139
H -1.24119 5.78950 1.19037 0.075 -0.083 0.019
H 0.33905 6.52543 2.95660 -0.002 -0.089 -0.036
H 2.36496 5.17503 3.43942 -0.073 -0.059 -0.081
H 2.80566 3.10840 2.18736 -0.218 -0.062 -0.076
H -2.20657 2.75850 -2.37307 0.013 -0.190 0.060
H -4.58061 3.39116 -2.25389 0.040 -0.085 0.030
H -6.28239 1.73624 -1.52711 0.087 -0.019 -0.008
H -5.58338 -0.56851 -0.93258 0.106 0.069 -0.025
H -3.23564 -1.23118 -1.06344 0.290 0.131 -0.096
H -0.33057 -2.05157 -3.40711 -1.122 -0.270 0.542
H -0.13404 -4.44154 -2.87768 -2.237 1.649 0.323
H -0.26126 -5.21881 -0.52359 0.065 0.199 -0.054
H -0.59855 -3.56883 1.30066 0.124 0.154 -0.100
H -0.82865 -1.18803 0.79611 -0.356 0.135 0.018
S 1.56069 -1.48385 -3.27295 3.002 1.116 -0.183
C 1.68735 -2.24642 -1.73254 1.633 -2.161 0.369
S 1.21898 -1.61342 -0.20020 5.916 -0.560 -2.229
C 2.28271 -3.63585 -1.72464 0.484 0.016 0.420
C 3.56288 -3.83084 -1.16002 -0.788 -0.438 -0.668
N 4.61349 -4.04145 -0.70963 0.281 0.056 0.277
C 1.54237 -4.70243 -2.28242 4.442 -0.605 0.545
N 0.97336 -5.61384 -2.72371 1.997 -2.640 -0.606
H 3.15962 0.04729 -1.45691 0.359 0.378 0.214
```
Forces are in eV/Å.

Record 3
This record from the Open Molecules 2025 dataset describes C28H22N6O5RuS3 as an isolated structure. The level of theory is ωB97M-V/def2-TZVPD.

Values from the calculation:
* E_HOMO (alpha / beta): -7.41 / -7.36 eV
* LUMO energy (alpha / beta): -1.54 / -1.46 eV

```
65
Properties=species:S:1:pos:R:3:forces:R:3
Ru -0.14228 0.89942 -0.49541 -0.401 -0.116 -2.031
S 0.30213 2.30951 1.22458 0.002 0.284 0.432
C -1.02117 1.61589 2.09070 -0.018 -0.085 0.280
S -1.53353 0.26047 1.20854 -0.454 -0.415 -0.107
C -1.54200 2.05615 3.29031 0.129 0.030 -0.067
C -1.21518 3.34213 3.80243 0.077 -0.053 0.115
N -0.97051 4.39271 4.20765 0.043 -0.002 -0.018
C -2.37757 1.19999 4.05399 -0.143 0.102 0.000
N -2.99125 0.47168 4.70569 -0.086 0.045 -0.105
O -0.21641 -1.21968 -1.32497 0.031 -0.035 0.874
N 0.06363 -1.49469 -2.58461 0.136 0.009 -0.061
C 0.71835 -2.63271 -2.88579 -0.062 -0.094 0.024
C 1.01123 -2.93968 -4.18683 0.000 0.050 -0.042
C 0.64003 -2.03940 -5.19133 -0.039 -0.070 0.055
C -0.02612 -0.88602 -4.85588 -0.077 0.040 0.000
C -0.32242 -0.60922 -3.51507 0.020 0.053 -0.162
S -1.10917 0.76962 -2.89361 -0.047 0.049 0.538
H 0.97424 -3.24794 -2.03685 0.019 0.029 0.017
H 1.53508 -3.85689 -4.40820 0.010 -0.004 -0.006
H 0.87797 -2.24686 -6.22538 -0.003 -0.007 -0.008
H -0.32872 -0.16324 -5.59950 0.024 -0.003 -0.019
C -0.23573 -1.14658 5.71275 -0.040 0.077 0.076
O 0.54058 -1.30104 4.52398 0.038 -0.069 -0.100
C -0.06853 -1.87845 3.45633 0.025 0.032 0.058
C -1.39763 -2.26408 3.40587 0.004 -0.060 0.001
C -1.88828 -2.85428 2.24871 0.027 -0.067 0.020
C -1.06850 -3.07607 1.15412 -0.006 -0.002 0.018
C 0.26502 -2.70659 1.20777 -0.047 -0.075 0.075
C 0.75835 -2.10715 2.34897 0.026 0.017 0.034
N 2.13849 -1.85978 2.55376 0.056 0.051 -0.046
C 3.15617 -1.84360 1.72914 -0.062 0.121 -0.162
C 3.22801 -1.56792 0.33468 -0.064 -0.164 0.151
C 4.34290 -2.08981 -0.37397 -0.035 -0.006 0.004
C 4.55213 -1.79105 -1.68739 0.001 0.020 0.005
C 3.70393 -0.84900 -2.31229 0.058 -0.023 0.020
C 2.66529 -0.26707 -1.64478 -0.089 -0.041 -0.092
C 2.34279 -0.65213 -0.31592 0.079 0.296 0.173
O 1.36590 -0.14424 0.34593 0.369 -0.268 0.201
H 0.42440 -0.68356 6.44021 0.017 -0.012 -0.005
H -0.56876 -2.11895 6.08144 0.015 -0.016 -0.002
H -1.09767 -0.50324 5.53198 0.095 -0.093 0.048
H -2.05951 -2.07392 4.23678 -0.003 0.037 0.004
H -2.93442 -3.12580 2.20466 -0.005 -0.004 -0.003
H -1.46230 -3.52181 0.25197 -0.019 0.005 -0.009
H 0.92280 -2.90401 0.37702 0.027 0.064 -0.054
H 2.35918 -1.79580 3.54254 0.022 -0.179 0.002
H 4.10280 -2.05541 2.21907 0.022 0.117 0.024
H 5.01342 -2.76419 0.14605 0.022 0.001 0.005
H 5.37773 -2.22846 -2.22995 0.019 0.010 0.000
H 3.89866 -0.56100 -3.33829 0.019 0.033 0.004
H 2.06548 0.50818 -2.10993 -0.002 -0.042 -0.017
C -4.29599 4.51220 -1.70204 -0.014 0.000 0.103
N -2.89288 4.12357 -1.66013 -0.028 -0.027 -0.045
C -1.93806 4.82299 -2.32406 0.046 0.018 0.026
C -0.64367 4.44628 -2.34807 0.000 -0.015 0.013
C -0.32667 3.22629 -1.67595 0.233 0.111 0.025
O 0.80009 2.65784 -1.65456 0.057 0.035 -0.050
N -1.29205 2.55860 -1.00702 -0.023 0.281 -0.119
C -2.59933 2.96239 -0.92135 0.053 0.059 0.014
O -3.46817 2.40616 -0.29149 -0.040 -0.082 -0.075
H -4.39360 5.39637 -2.32674 -0.008 0.004 0.007
H -4.65855 4.72001 -0.69725 0.004 0.027 -0.010
H -4.89258 3.69846 -2.11064 0.001 0.017 -0.017
H -2.28562 5.70996 -2.83672 -0.007 0.004 0.012
H 0.11804 5.00441 -2.86559 -0.008 0.000 -0.027
```
Forces are in eV/Å.

Record 4
This record from the Open Molecules 2025 dataset describes C28H22N7PtS as an isolated structure. The level of theory is ωB97M-V/def2-TZVPD.

Values from the calculation:
* E_HOMO (alpha / beta): -8.78 / -10.07 eV
* expectation value of S²: 2.035
* LUMO energy (alpha / beta): -3.80 / -4.07 eV
* net charge: +1
* multiplicity: 3

```
59
Properties=species:S:1:pos:R:3:forces:R:3
Pt 0.06187 -0.18022 -0.14632 -0.859 0.619 -0.576
C 1.07243 3.98312 0.47347 0.216 0.008 0.264
C 1.86800 3.89831 1.60710 -0.139 0.083 -0.237
C 2.11096 2.65394 2.15804 0.048 -0.266 0.064
C 1.55413 1.52348 1.58110 0.015 0.489 -0.142
N 0.78467 1.61869 0.45903 0.134 0.145 0.370
C 0.55958 2.82171 -0.06935 -0.109 0.016 -0.281
C 1.68259 0.17461 2.14858 -0.092 -0.438 0.034
C 2.42454 -0.23427 3.24562 0.009 0.061 -0.022
C 2.35700 -1.56465 3.63535 -0.015 0.026 -0.019
C 1.58400 -2.47590 2.92818 -0.073 -0.060 -0.026
C 0.87620 -2.03108 1.82293 0.231 0.360 0.208
N 0.93904 -0.73053 1.49493 0.299 -0.275 0.404
C 0.04680 -2.81303 0.89505 -0.263 -0.355 -0.338
C -0.18479 -4.17310 1.02623 0.162 0.200 0.206
C -0.97019 -4.83009 0.09730 -0.153 0.066 -0.232
C -1.50079 -4.10811 -0.96116 0.112 -0.202 0.207
C -1.22558 -2.75771 -1.05501 -0.046 0.070 -0.143
N -0.48223 -2.11573 -0.15304 -0.005 -0.531 0.260
H 0.84005 4.93614 0.02151 -0.006 -0.015 -0.044
H 2.28130 4.78964 2.05823 0.018 -0.013 0.011
H 2.72041 2.55590 3.04510 -0.011 0.007 0.002
H -0.06968 2.84461 -0.94934 -0.028 -0.115 0.037
H 3.05066 0.46146 3.78474 -0.028 0.010 0.015
H 2.91451 -1.89572 4.50035 0.022 -0.009 -0.016
H 1.54113 -3.51042 3.23653 0.015 0.001 -0.013
H 0.24978 -4.71096 1.85705 -0.014 -0.004 -0.008
H -1.16539 -5.88899 0.19453 0.016 -0.002 0.012
H -2.11638 -4.58214 -1.71126 -0.002 0.027 -0.017
H -1.60203 -2.16112 -1.87429 0.022 0.085 0.039
S -1.23355 0.53025 -1.99613 0.294 -0.045 0.100
C 0.04534 0.80474 -3.15684 0.692 -0.229 1.327
N -0.38300 1.23888 -4.34602 -0.559 0.254 -0.605
N 0.42380 1.78789 -5.22493 0.095 -0.357 0.049
C 1.41900 2.75505 -5.06314 0.305 0.427 0.106
C 1.53658 3.52896 -3.90736 -0.124 -0.210 -0.067
C 2.50661 4.51082 -3.83519 0.081 -0.008 -0.051
C 3.36686 4.73526 -4.90295 0.002 0.034 0.044
C 3.24041 3.97543 -6.05749 0.032 0.062 0.029
C 2.26775 2.99751 -6.14523 -0.107 -0.164 0.048
N 1.33280 0.59409 -2.89817 0.042 0.336 -1.153
N 1.65062 -0.29404 -1.98867 -0.312 -0.451 0.233
C 2.97705 -0.33405 -1.61273 0.232 0.278 -0.117
C 3.93453 0.59776 -2.04804 -0.064 0.008 0.047
C 5.25079 0.47003 -1.64410 -0.001 0.001 0.017
C 5.63749 -0.56912 -0.80471 0.075 0.026 0.015
C 4.69495 -1.49718 -0.37293 0.036 0.019 0.022
C 3.37758 -1.38555 -0.77318 -0.026 0.055 0.002
H 0.14450 1.59463 -6.17541 -0.045 0.091 -0.072
H 0.85804 3.37075 -3.08355 -0.066 -0.041 0.029
H 2.58754 5.11426 -2.94030 0.002 0.002 0.000
H 4.12027 5.50876 -4.84059 0.004 -0.014 0.000
H 3.90334 4.15012 -6.89400 -0.020 -0.015 -0.017
H 2.17107 2.40370 -7.04702 -0.004 0.002 0.011
H 3.62180 1.39760 -2.70651 0.019 -0.022 -0.012
H 5.98922 1.17990 -1.99523 -0.009 0.008 0.018
H 6.67194 -0.66063 -0.50070 -0.011 -0.021 0.003
H 5.00202 -2.31852 0.26251 -0.021 -0.009 -0.001
H 2.64212 -2.12369 -0.47492 -0.019 -0.003 -0.026
```
Forces are in eV/Å.

no.,molar mass (u)
1,649.8
2,533.5
3,719.8
4,683.7